A | Below is C21H25N5O4 in the gas phase, with properties calculated with ωB97M-V/def2-TZVPD.

Properties
Kohn-Sham gap	7.53	eV
highest occupied orbital energy	-7.6	eV

XYZ file:
```
55
C21H25N5O4 ωB97M-V/def2-TZVPD
C 1.7944 6.0574 -0.5434
H 2.0425 7.0945 -0.7619
O 2.2363 5.8309 0.7755
C 2.0784 4.5939 1.3078
C 2.5664 4.4164 2.6061
C 2.4580 3.1913 3.2315
C 1.8545 2.1200 2.5937
C 1.3598 2.2861 1.3034
C 1.4781 3.5220 0.6637
H 1.0880 3.6013 -0.3388
C 0.7019 1.2034 0.5400
O 0.4919 1.2810 -0.6500
C 0.2850 -0.0336 1.3311
N -0.4731 -0.9427 0.5164
C -1.7366 -0.9018 0.0055
N -1.9824 -1.9324 -0.8060
C -0.8387 -2.6403 -0.8475
C 0.1289 -2.0610 -0.0500
C 1.4227 -2.6150 0.1208
O 2.3182 -2.1937 0.8433
N 1.5822 -3.7728 -0.6501
C 0.6431 -4.3737 -1.4725
O 0.9057 -5.3849 -2.0902
N -0.5986 -3.7775 -1.5512
C -1.6325 -4.3553 -2.3796
H -2.4750 -4.6618 -1.7592
H -1.9767 -3.6157 -3.1020
H -1.2064 -5.2172 -2.8893
C 2.8677 -4.4471 -0.5903
H 3.3056 -4.4968 -1.5868
H 2.7374 -5.4623 -0.2162
H 3.5054 -3.8739 0.0788
N -2.7308 -0.0502 0.3712
C -2.5313 1.3679 0.6068
H -1.5967 1.5507 1.1304
C -2.5573 2.1518 -0.7077
C -3.8768 1.9103 -1.4357
C -4.1043 0.4117 -1.6169
C -4.0180 -0.2932 -0.2645
H -4.1367 -1.3686 -0.3854
H -4.7899 0.0876 0.4113
H -5.0796 0.2249 -2.0676
H -3.3367 -0.0054 -2.2699
H -3.8661 2.4103 -2.4056
H -4.6964 2.3338 -0.8486
H -2.4256 3.2146 -0.4960
H -1.7218 1.8201 -1.3275
H -3.3516 1.7003 1.2527
H 1.2052 -0.5686 1.6053
H -0.2589 0.2312 2.2416
H 1.7977 1.1664 3.0921
H 2.8504 3.0675 4.2294
H 3.0324 5.2562 3.0966
H 0.7127 5.9168 -0.6333
H 2.3068 5.4035 -1.2552
```

natural (NBO) charges, unit e, in atom order: -0.254, 0.203, -0.489, 0.297, -0.225, -0.196, -0.199, -0.173, -0.218, 0.234, 0.579, -0.543, -0.353, -0.335, 0.591, -0.580, 0.446, -0.121, 0.650, -0.655, -0.450, 0.793, -0.639, -0.426, -0.414, 0.206, 0.210, 0.249, -0.416, 0.213, 0.211, 0.242, -0.426, -0.202, 0.200, -0.424, -0.397, -0.417, -0.215, 0.242, 0.190, 0.211, 0.214, 0.212, 0.190, 0.209, 0.226, 0.199, 0.298, 0.227, 0.218, 0.220, 0.228, 0.177, 0.182

***

B | Below is C21H25N5O4 in the gas phase, with properties calculated with ωB97M-V/def2-TZVPD.

Properties
Kohn-Sham gap	8.51	eV
highest occupied orbital energy	-7.9	eV

XYZ file:
```
55
C21H25N5O4 ωB97M-V/def2-TZVPD
C -5.1791 1.6956 2.3038
C -5.3613 0.2170 1.9954
H -5.0137 -0.4095 2.8203
H -6.4103 -0.0034 1.7738
O -4.5651 -0.1563 0.8685
C -5.1405 -0.0857 -0.3317
O -6.3025 0.1364 -0.5286
C -4.1389 -0.3875 -1.4380
N -2.7816 -0.0757 -1.0360
C -2.5774 1.2493 -0.6740
O -3.4702 2.0655 -0.7575
N -1.3203 1.5852 -0.2268
C -0.3625 0.6243 -0.1434
N 0.9028 0.7828 0.2925
C 1.4537 -0.4217 0.2024
N 0.5875 -1.3576 -0.2733
C -0.6035 -0.6924 -0.4986
C -1.8710 -1.1388 -0.9683
O -2.1866 -2.2693 -1.2992
C 0.8669 -2.7002 -0.7251
C 1.3813 -3.6274 0.3715
C 2.7946 -3.2662 0.8177
H 3.1457 -4.0094 1.5357
H 3.4663 -3.2811 -0.0427
C 2.8444 -1.8900 1.4856
N 2.7259 -0.7678 0.5685
C 3.8379 0.0494 0.3078
C 5.1141 -0.5100 0.2880
C 6.2208 0.2735 0.0170
C 6.0956 1.6271 -0.2574
C 4.8178 2.1743 -0.2553
C 3.7051 1.4071 0.0250
H 2.7242 1.8518 0.0338
H 4.6917 3.2261 -0.4687
C 7.2932 2.4828 -0.5384
H 7.1287 3.0949 -1.4233
H 8.1798 1.8730 -0.6936
H 7.4809 3.1540 0.2999
H 7.1992 -0.1857 0.0106
H 5.2566 -1.5646 0.4676
H 3.7824 -1.7713 2.0303
H 2.0287 -1.8244 2.2158
H 1.3736 -4.6445 -0.0225
H 0.7017 -3.5934 1.2256
H -0.0713 -3.0863 -1.1296
H 1.6084 -2.6488 -1.5318
C -1.0258 2.9454 0.1654
H -0.3224 3.3921 -0.5382
H -1.9598 3.5036 0.1611
H -0.5800 2.9460 1.1591
H -4.4261 0.1899 -2.3204
H -4.1646 -1.4572 -1.6699
H -5.8103 1.9782 3.1414
H -5.4523 2.2860 1.4325
H -4.1408 1.9046 2.5505
```

natural (NBO) charges, unit e, in atom order: -0.631, -0.076, 0.186, 0.205, -0.520, 0.809, -0.593, -0.330, -0.450, 0.808, -0.637, -0.410, 0.373, -0.531, 0.575, -0.321, -0.095, 0.661, -0.630, -0.229, -0.403, -0.412, 0.215, 0.205, -0.208, -0.473, 0.235, -0.263, -0.201, -0.041, -0.181, -0.273, 0.254, 0.207, -0.623, 0.217, 0.213, 0.218, 0.208, 0.207, 0.221, 0.200, 0.221, 0.207, 0.262, 0.201, -0.413, 0.206, 0.248, 0.215, 0.241, 0.274, 0.214, 0.230, 0.206

***

Which structure wins on stability? B wins.

***

A | Below is 2 unconnected molecules or ions with the total composition C3H4NO3P, with properties calculated with ωB97M-V/def2-TZVPD.

Properties
Kohn-Sham gap (alpha / beta)	8.43 / 8.43	eV
highest occupied orbital energy (alpha / beta)	-8.8 / -8.8	eV

XYZ file:
```
12
C3H4NO3P ωB97M-V/def2-TZVPD
C -1.2759 -0.6242 0.2343
C 1.5024 0.1503 0.4459
C -0.5892 0.4027 -1.7708
N -0.4372 -0.1360 -0.4613
O -2.0201 -1.1578 0.9229
O 2.1561 0.7212 -0.3357
O -0.2823 -0.2169 2.5815
P 1.0596 0.2312 2.1787
H -1.6146 0.4549 -1.9171
H -0.1088 1.4300 -1.7595
H -0.1637 -0.3059 -2.5198
H 1.7737 -0.9496 2.4009
```

natural (NBO) charges, unit e, in atom order: 0.920, 0.381, -0.402, -0.599, -0.428, -0.452, -1.083, 1.117, 0.204, 0.218, 0.214, -0.090

***

B | Below is C3H4NO3P in the gas phase, with properties calculated with ωB97M-V/def2-TZVPD.

Properties
Kohn-Sham gap	9.97	eV
highest occupied orbital energy	-9.6	eV

XYZ file:
```
12
C3H4NO3P ωB97M-V/def2-TZVPD
C -1.2063 0.6344 -0.1403
C 0.8877 -0.3795 -0.6998
C -0.0873 -0.8301 1.4038
N -0.2126 -0.1820 0.1444
O -2.1659 1.1030 0.3368
O 1.7865 -1.1232 -0.3853
O -0.8544 1.3651 -1.6720
P 0.5005 0.5844 -2.1999
H 0.8257 -1.3796 1.2911
H -0.0362 0.0719 2.1306
H -0.9527 -1.4328 1.6714
H 1.5149 1.5683 -1.8808
```

natural (NBO) charges, unit e, in atom order: 0.953, 0.409, -0.426, -0.514, -0.481, -0.549, -0.875, 0.842, 0.259, 0.211, 0.222, -0.049

***

Which structure wins on stability? B wins.